w) 15
Properties=species:S:1:pos:R:3 method="wB97M-V/def2-TZVPD" orbital_gap_ev=6.9 multiplicity=1 e_homo_ev=-2.558 charge=-1
C -2.6554 -0.4430 0.1320
O -1.5059 0.1503 0.5276
H -2.8239 -1.4618 0.5635
H -3.5802 0.1207 0.4090
H -2.7407 -0.6001 -0.9742
C 1.5416 -1.1347 -0.1120
N 0.9996 0.1217 -0.5632
C 1.6843 1.2862 -0.0655
H 1.8738 -1.7708 -0.9313
H 2.3957 -1.0097 0.5660
H 0.7866 -1.6999 0.4401
H -0.0223 0.1492 -0.3374
H 1.7527 1.3198 1.0339
H 1.1765 2.1814 -0.4343
H 2.7207 1.3194 -0.4337

***

x) 15
Properties=species:S:1:pos:R:3 method="wB97M-V/def2-TZVPD" orbital_gap_ev=6.6 multiplicity=1 e_homo_ev=-2.429 charge=-1
C 0.0436 -0.7571 2.9456
O -0.2062 0.2891 2.1442
H 1.0473 -0.7474 3.4793
H 0.1186 -1.7682 2.4293
H -0.6948 -0.9210 3.7610
C 0.3025 1.0785 -2.3885
C -0.5032 0.1892 -1.4627
N 0.3735 -0.4231 -0.4334
H 0.8944 1.7153 -1.7162
H -0.3190 1.8066 -2.9419
H 0.9658 0.5766 -3.0825
H -1.0529 -0.6152 -1.9528
H -1.2518 0.8287 -0.9882
H 0.2731 0.0995 0.4680
H 0.0092 -1.3516 -0.2614

***

Stability summary: most stable x), least stable w).